Entry 1:
Formula: C8H11N2O2
Source: OMol25
Level of theory: wB97M-V/def2-TZVPD

```
23
Properties=species:S:1:pos:R:3:nbo_charge:R:1
C 0.0107 -2.2314 -0.7333 -0.07
C -1.2562 -1.4945 -0.4584 -0.27
C 1.2075 -1.7616 -0.3031 -0.28
C -1.2870 -0.4019 0.2934 0.09
C -0.0146 0.0265 1.0361 -0.53
C 1.2302 -0.5977 0.5116 0.25
C -2.5479 0.3102 0.5386 -0.12
C 1.0340 1.7831 -1.3416 0.28
N 3.3718 0.3620 1.0267 -0.13
N 2.3433 -0.1614 0.8454 0.10
O -2.1487 1.6610 0.5822 -0.71
O 2.1192 1.4630 -0.9560 -0.57
H 0.1137 -3.0881 -1.4695 0.26
H -2.2608 -1.6921 -0.7873 0.24
H 2.2042 -2.2118 -0.5809 0.26
H -0.1029 1.1840 1.1636 0.31
H -0.0349 -0.3734 2.1161 0.30
H -2.9288 -0.1688 1.5163 0.20
H -3.3096 0.2742 -0.3868 0.21
H 0.9871 2.9170 -1.3625 0.14
H 0.2788 1.1674 -1.8312 0.15
H -2.9152 2.0376 0.2048 0.49
H 3.9059 0.9966 0.3757 0.42
```

For the LUMO energy, the calculation gives -4.54 eV. The net charge is +1. As for the spin multiplicity: 1. The value obtained for the HOMO energy is -0.466 Ha.

Entry 2:
Formula: C15H23BMnN6Si
Source: OMol25
Level of theory: wB97M-V/def2-TZVPD

```
47
Properties=species:S:1:pos:R:3:nbo_charge:R:1
H -0.0838 2.7739 0.5294 0.24
N 0.2109 1.5807 -1.1802 -0.40
B 0.6951 0.6891 -3.5065 0.55
N 0.6707 1.8670 -2.4789 -0.32
C 0.9082 3.1832 -2.5876 0.01
Mn -0.3358 -0.2522 -0.6664 1.25
H 1.2519 3.5832 -3.5414 0.22
C 0.6231 3.7808 -1.3680 -0.36
H 0.6844 4.8264 -1.1118 0.23
C 0.2009 2.7519 -0.5092 0.01
H 1.0635 0.9751 -4.5918 -0.03
C -1.6192 -2.4504 -0.1918 -0.80
H -2.0541 -2.6580 0.7864 0.23
H -0.7525 -3.0916 -0.3508 0.23
H -2.3930 -2.6741 -0.9289 0.21
N -0.7524 0.1366 -3.4846 -0.31
N 1.6361 -0.3467 -2.8058 -0.31
N -1.3253 -0.2267 -2.2485 -0.42
N 1.2508 -0.8569 -1.5473 -0.43
C -1.6416 -0.1037 -4.4645 0.03
C 2.7632 -0.9604 -3.2014 0.02
H -1.3847 0.1395 -5.4817 0.23
H 3.2132 -0.7302 -4.1564 0.23
C -2.8036 -0.6296 -3.9118 -0.36
C 3.1500 -1.8603 -2.2102 -0.36
C -2.5754 -0.6809 -2.5354 0.01
C 2.1885 -1.7731 -1.1957 0.01
H -3.7048 -0.9457 -4.4291 0.24
H 4.0069 -2.5104 -2.2121 0.23
H -3.2252 -1.1075 -1.7752 0.22
H 2.1117 -2.3278 -0.2658 0.23
H -1.4110 -1.3053 -0.1236 0.13
C -1.5543 0.9507 4.9843 -1.10
Si -0.0482 0.0927 4.2541 1.60
C 1.5109 0.9554 4.8270 -1.10
C -0.0157 -1.6779 4.8772 -1.10
C -0.0988 0.1254 2.4028 -0.56
C -0.2309 0.1042 1.1512 -0.50
H -1.5561 0.9281 6.0822 0.23
H -2.4859 0.4787 4.6490 0.24
H -1.6041 2.0035 4.6818 0.24
H 1.5737 1.0043 5.9213 0.23
H 2.3985 0.4254 4.4615 0.24
H 1.5619 1.9793 4.4394 0.24
H -0.8828 -2.2452 4.5178 0.24
H 0.8825 -2.1978 4.5226 0.24
H -0.0172 -1.7226 5.9745 0.23
```

For the LUMO energy (alpha / beta), the calculation gives 0.69 / 0.65 eV. As for the spin multiplicity: 6. The value obtained for the HOMO energy (alpha / beta) is -0.247 / -0.319 Ha.

Entry 3:
Formula: C37H53BCdN10O5PS4
Source: OMol25
Level of theory: wB97M-V/def2-TZVPD

```
112
Properties=species:S:1:pos:R:3:mulliken_charge:R:1
Cd -0.1758 0.2151 -0.3974 1.64
C -1.8654 -2.2489 2.2576 -0.34
C -2.5306 -2.4339 0.9357 0.63
C -3.0317 -3.6248 0.3745 -2.17
C -3.4463 -3.2636 -0.8811 -0.21
N -3.2336 -1.9399 -1.0355 1.00
N -2.6594 -1.4270 0.0799 -0.13
B -3.0496 -1.2323 -2.3928 0.38
N -1.7240 -1.7386 -2.9785 1.02
C -1.4438 -2.2942 -4.1704 -0.23
C -0.2213 -2.9143 -4.0745 -1.70
C 0.1920 -2.6864 -2.7475 0.77
C 1.4233 -3.1847 -2.0727 -1.11
N -0.7128 -1.9742 -2.0959 -0.54
N -3.0485 0.3106 -2.2934 1.01
C -4.1016 1.1109 -2.5309 -0.02
C -3.6667 2.4144 -2.5500 -1.88
C -2.2872 2.3196 -2.3136 0.35
C -1.2882 3.4250 -2.2370 -0.63
N -1.9194 1.0569 -2.1564 -0.83
N -4.2817 -1.6191 -3.2582 0.47
C -5.5125 -1.9333 -2.8106 -0.10
C -6.3752 -1.9357 -3.8848 -1.37
C -5.5598 -1.5882 -4.9780 0.81
C -5.9446 -1.4057 -6.4117 -1.29
N -4.3109 -1.3914 -4.5896 -1.38
H -2.5814 -2.2600 3.0847 0.26
H -1.3350 -1.2988 2.2824 -0.48
H -1.1354 -3.0422 2.4292 0.39
H -3.0499 -4.6064 0.8175 0.40
H -3.8284 -3.8582 -1.6941 0.60
H -2.1377 -2.1993 -4.9871 0.62
H 0.3047 -3.4533 -4.8441 0.37
H 1.4252 -4.2786 -2.0689 0.43
H 1.4672 -2.8317 -1.0444 -0.10
H 2.3194 -2.8357 -2.5894 0.26
H -5.0835 0.6975 -2.6865 0.51
H -4.2487 3.3058 -2.7100 0.37
H -1.7487 4.3267 -1.8266 0.39
H -0.9058 3.6719 -3.2317 0.38
H -0.4365 3.1604 -1.6112 -0.28
H -5.6856 -2.1171 -1.7653 0.44
H -7.4281 -2.1618 -3.8808 0.39
H -6.6851 -2.1460 -6.7202 0.35
H -5.0682 -1.5049 -7.0495 0.36
H -6.3732 -0.4154 -6.5847 0.21
O 6.8331 -1.5533 -0.6385 -0.69
C 5.6452 -1.3018 -0.5814 0.58
S 4.7197 -0.5834 -1.8922 -0.30
C 3.1572 -0.4984 -1.0824 -0.22
C 3.1051 -1.0129 0.1639 -0.30
S 1.7012 -1.1757 1.1828 -0.46
S 4.6293 -1.6022 0.8234 -0.20
S 1.8720 0.1908 -2.0484 -0.80
C 2.8022 2.2441 1.7650 -0.38
N 3.3806 2.7319 0.5230 0.50
C 4.7365 2.3132 0.2439 -1.09
C 2.5460 3.2328 -0.4359 0.31
O 1.3287 3.2268 -0.3130 -0.61
N 3.1807 3.7676 -1.5645 0.27
C 4.1198 4.8446 -1.3543 -1.16
C 2.3304 3.9532 -2.7184 -0.74
H 3.1353 2.8518 2.6149 0.13
H 3.0949 1.2071 1.9265 0.16
H 1.7192 2.2750 1.7012 -0.22
H 4.8921 1.3226 0.6771 0.29
H 5.4818 2.9948 0.6732 0.26
H 4.8943 2.2395 -0.8297 0.41
H 4.6635 4.7102 -0.4246 0.38
H 3.6084 5.8196 -1.3150 0.37
H 4.8476 4.8801 -2.1702 0.29
H 1.5732 3.1770 -2.7348 0.05
H 2.9322 3.8677 -3.6260 0.34
H 1.8386 4.9379 -2.7082 0.32
C -0.6948 -1.2909 6.4950 -0.81
O 0.1597 -0.2730 6.0137 -0.35
P 0.9178 -0.6338 4.5857 0.79
O 1.6746 0.7872 4.4306 0.03
C 2.3690 1.3988 5.5048 -0.86
O 2.0844 -1.5779 5.2463 -0.48
C 2.6337 -2.6227 4.4458 -0.43
H -0.1224 -2.1685 6.8106 0.29
H -1.4221 -1.5889 5.7341 0.23
H -1.2414 -0.8900 7.3486 0.25
H 1.6672 1.9097 6.1663 0.24
H 3.0571 2.1210 5.0660 0.18
H 2.9326 0.6621 6.0803 0.32
H 2.2850 -3.5861 4.8259 0.23
H 3.7200 -2.5796 4.5265 0.21
H 2.3524 -2.5183 3.3935 0.07
C -2.9287 2.3897 0.8609 -1.44
C -1.7944 2.2215 1.8833 4.75
C -1.0371 3.5568 1.9989 -2.28
C -0.7953 1.1748 1.4467 -1.64
C -2.3970 1.7993 3.2240 -0.72
C -2.0792 2.3923 4.4420 -0.03
C -2.6515 1.9537 5.6315 -0.85
C -3.5652 0.9141 5.6274 -0.51
C -3.8899 0.3068 4.4186 -0.84
C -3.3113 0.7414 3.2401 -0.22
H -3.2014 1.4316 0.4165 0.12
H -2.6030 3.0424 0.0516 0.23
H -3.8182 2.8375 1.3146 0.25
H -0.5803 3.7823 1.0360 0.21
H -0.2277 3.4982 2.7276 0.47
H -1.7048 4.3813 2.2797 0.49
H -0.0505 1.0187 2.2384 0.77
H -1.3675 3.2048 4.4742 0.37
H -2.3712 2.4272 6.5655 0.32
H -4.0115 0.5685 6.5530 0.41
H -4.5942 -0.5176 4.3954 0.36
H -3.5513 0.2494 2.3064 0.34
```

For the LUMO energy (alpha / beta), the calculation gives 4.20 / 4.20 eV. The net charge is -2. As for the spin multiplicity: 2. The value obtained for the HOMO energy (alpha / beta) is -0.044 / -0.044 Ha.

Entry 4:
Formula: CH4NO2
Source: OMol25
Level of theory: wB97M-V/def2-TZVPD

```
8
Properties=species:S:1:pos:R:3:nbo_charge:R:1
C -1.1085 0.9575 0.0073 -0.26
N -0.7331 1.3505 1.0928 0.34
O 0.9270 -0.6282 0.2633 -0.84
O -0.2090 1.4955 2.0873 -0.16
H -0.0244 -0.0626 0.0627 0.48
H -1.8944 1.2108 -0.7066 0.32
H 0.9785 -1.5544 0.4457 0.55
H 1.8625 -0.3421 0.2491 0.56
```

For the LUMO energy, the calculation gives -5.48 eV. The net charge is +1. As for the spin multiplicity: 1. The value obtained for the HOMO energy is -0.590 Ha.

ΔE to the lowest compared entry with this formula, charge and spin, record by record: 6.661, 0.000, 0.535, 4.796 eV